# 1
72
Properties=species:S:1:pos:R:3:forces:R:3 method="wB97M-V/def2-TZVPD" homo_energy_ev=-3.42 orbital_gap_ev=5.2 total_charge=-1 e_tot_ev=-93553.4126 spin_multiplicity=1 largest_force_ev_per_a=0.55 e_above_lowest_kcal_mol=128.1
Pt -0.5314 0.5988 -1.5015 -0.140 0.214 0.253
Te -3.2708 2.8957 -2.6378 0.066 0.307 0.166
Cl -1.6923 -0.5922 1.9653 0.007 0.006 -0.025
Cl 3.3527 -2.9422 -1.2030 0.007 0.003 0.006
S 1.3596 -0.6080 -1.7745 0.128 0.029 -0.076
F -3.9387 4.0111 -1.3043 -0.026 -0.038 -0.012
F -4.3355 3.9085 -3.7901 -0.004 0.003 -0.012
F -1.9827 4.1974 -3.0199 0.129 -0.097 0.132
F -2.7384 2.0189 -4.2052 0.009 0.172 -0.099
F -4.8054 1.8360 -2.5109 -0.175 0.400 0.015
O -2.3244 1.9025 -1.4720 0.349 0.261 0.131
N -1.2253 -1.2592 -1.0111 0.101 0.140 -0.004
N 0.9720 0.7419 0.9495 -0.037 0.100 0.145
C 2.1140 -2.6614 -0.0130 -0.010 -0.055 -0.035
C -3.0710 -1.8592 -2.6241 0.062 0.053 -0.070
C -1.6522 -3.4832 -1.2190 0.017 0.011 0.027
C 3.9327 2.3479 2.6365 0.024 -0.012 -0.026
C 1.9431 -0.2630 4.0667 -0.020 -0.023 -0.050
C -0.6483 3.2987 0.8743 -0.008 -0.127 -0.070
C -3.4312 -0.3901 -2.7375 0.090 -0.541 -0.080
C 2.9915 1.3493 2.3871 0.025 0.000 0.016
C 1.1366 -3.4008 2.1779 0.008 0.003 -0.002
C -0.6888 -3.4110 -0.3071 -0.038 0.007 -0.007
C 2.1038 -3.4434 1.0707 -0.048 -0.029 -0.047
C 0.0827 -2.5947 2.3279 0.017 0.023 0.002
C -0.3327 -1.9879 -0.0874 -0.008 -0.040 0.088
C 1.9278 1.5831 1.4360 0.019 -0.048 -0.105
C 0.6792 3.4195 0.1263 0.038 -0.010 -0.078
C -2.5996 -2.3942 -3.9846 -0.009 -0.014 -0.007
C 3.1946 0.1042 3.2440 0.005 0.020 0.032
C -1.9715 -2.1166 -1.6297 -0.261 -0.016 -0.069
C -4.3184 -2.6337 -2.1623 0.031 0.021 0.020
C 1.0587 -0.6309 1.0965 -0.048 -0.067 -0.015
C 1.8529 2.9351 0.9498 0.041 -0.029 -0.014
C -0.2630 -1.4654 1.3914 0.045 0.051 -0.049
C 1.1601 -1.5208 -0.2531 0.026 -0.003 -0.052
C 3.8999 -1.0485 2.4942 0.105 0.044 0.011
C 2.8174 3.8798 1.2423 0.008 -0.001 0.009
C 0.7161 3.0217 -1.3543 -0.032 -0.098 0.016
C 3.9010 3.6029 2.0633 -0.009 0.002 0.009
H 0.0116 3.5848 -1.9455 -0.257 0.127 -0.135
H 4.9812 -0.9062 2.5532 0.007 0.012 0.000
H -1.7064 -1.8614 -4.3139 0.005 -0.001 0.004
H 0.6543 1.9357 -1.7020 0.087 -0.084 0.177
H -2.3729 -3.4618 -3.9486 0.004 -0.013 -0.006
H 1.2997 -4.1460 2.9485 0.000 -0.003 -0.001
H 3.6663 -2.0250 2.9286 0.015 0.013 0.004
H -0.9743 2.2681 0.9672 -0.006 -0.083 -0.035
H 3.6531 -1.0824 1.4335 0.084 0.003 0.072
H -3.3873 -2.2359 -4.7239 0.000 0.003 0.005
H -0.2333 -4.2320 0.2163 0.002 -0.004 0.001
H 1.9222 0.3411 4.9759 -0.011 0.010 -0.010
H -3.5482 0.0717 -1.7593 -0.055 -0.275 -0.087
H -2.6613 0.1551 -3.2824 -0.093 -0.263 0.133
H 4.6541 4.3475 2.2864 0.002 -0.003 -0.007
H 1.0135 -0.0570 3.5375 -0.025 -0.025 -0.044
H 2.8700 -4.2051 1.1400 0.003 0.003 0.003
H -0.5030 3.6932 1.8835 -0.023 0.021 -0.042
H -1.4279 3.8774 0.3859 -0.141 0.051 -0.107
H -4.3705 -0.2815 -3.2819 0.093 -0.117 -0.025
H -0.5560 -2.7129 3.1941 -0.002 0.001 0.000
H 1.7236 3.1970 -1.7420 -0.025 0.029 -0.012
H -5.1198 -2.4578 -2.8812 -0.001 0.002 0.007
H 0.8414 4.5021 0.0360 0.034 -0.007 -0.015
H 3.9243 0.4121 3.9958 -0.017 -0.019 0.019
H -4.1552 -3.7095 -2.0994 0.016 -0.019 -0.004
H 1.9439 -1.3152 4.3612 0.016 0.002 0.017
H -4.6539 -2.2771 -1.1868 -0.003 0.001 0.001
H 4.7276 2.1185 3.3415 -0.003 0.000 -0.004
H -2.1231 -4.3712 -1.6075 -0.028 0.003 0.020
H 2.7058 4.8754 0.8223 0.003 0.000 -0.007
H 1.8256 -0.9882 1.7696 -0.164 0.017 0.002

=====

# 2
75
Properties=species:S:1:pos:R:3:forces:R:3 method="wB97M-V/def2-TZVPD" homo_energy_ev="-7.97 / -8.07" orbital_gap_ev="7.4 / 7.5" e_tot_ev=-130910.7936 spin_multiplicity=4 largest_force_ev_per_a=1.08 e_above_lowest_kcal_mol=9.4
Co 0.0361 0.1365 -0.5145 0.193 -0.221 -0.382
Cl 4.6635 -0.0793 1.1688 0.386 0.376 0.211
S 0.1275 3.6848 -1.3576 -0.249 0.188 -0.375
S -0.9261 -1.9173 -1.6161 -0.167 0.753 -0.525
S -1.1491 -5.4437 0.4059 0.087 -0.354 0.030
O -2.3202 -6.1948 0.0521 0.072 0.124 -0.173
O 1.5678 -1.0151 0.2381 -0.799 0.452 0.567
O -5.1158 -0.5494 4.3467 -0.119 -0.205 -0.074
O 3.0225 -0.9823 -1.4463 0.288 0.083 -0.538
O -0.6108 -5.6493 1.7197 0.179 0.193 -0.094
O 1.4836 5.5045 3.8580 -0.172 0.289 -0.088
N -1.4269 -3.8249 0.1155 -0.027 -0.560 0.359
N -1.5544 1.0359 -1.9218 -0.342 -0.272 0.356
N -1.3750 0.0796 1.1234 0.256 0.330 0.077
N 1.0718 0.7151 -2.4255 0.407 -0.441 0.057
N 0.7634 1.6303 0.8798 -0.134 -0.371 0.437
C 1.0696 3.1921 -2.8479 -0.060 0.017 0.442
C -1.2600 1.0823 2.0122 -0.730 -0.275 0.282
C -4.1808 0.4977 4.3424 0.110 0.379 0.211
C 1.7645 -6.5153 -2.3060 -0.055 0.003 0.065
C 2.4729 2.9702 1.8650 -0.275 -0.043 0.200
C 1.9153 -5.2672 -2.8963 0.073 0.004 -0.028
C -1.2391 0.8729 -3.3461 0.291 -0.063 -0.084
C 1.1674 -4.1793 -2.4710 -0.099 -0.017 0.159
C 1.6520 3.2758 2.9437 0.061 0.012 -0.194
C 1.9829 2.1426 0.8711 0.192 0.121 -0.048
C -3.2226 0.3470 3.1922 -0.047 -0.282 -0.170
C 0.1196 -5.6253 -0.8578 -0.324 0.589 0.194
C 3.8063 -1.5693 0.7350 -0.451 -0.324 -0.398
C 2.0843 4.2380 4.0216 0.201 -0.208 0.050
C 0.3934 2.6953 2.9804 -0.031 -0.081 -0.263
C 2.7037 -1.1612 -0.2703 0.718 -0.491 0.418
C -3.2704 -0.7348 2.3238 0.019 0.304 0.255
C 1.8695 1.9034 -2.6958 0.024 0.276 -0.103
C -2.3483 -0.8062 1.2902 -0.328 -0.350 0.063
C -2.2048 1.2755 3.0142 0.161 -0.054 -0.265
C 0.2567 -4.3762 -1.4439 0.422 -0.644 -0.164
C -1.6059 3.5595 -1.9163 0.400 -0.134 0.135
C -0.0183 1.8613 1.9426 0.573 0.484 0.054
C 0.8556 -6.7077 -1.2702 0.036 -0.226 0.074
C -2.3025 2.2395 -1.5809 -0.180 0.297 0.005
C -0.6915 -3.4153 -0.8594 -0.327 0.289 0.033
C 0.2023 0.3443 -3.5402 -0.251 0.069 -0.096
H -1.3620 1.8309 -3.8508 -0.036 -0.015 0.038
H -3.5883 0.5041 5.2707 -0.086 0.019 -0.122
H -5.6150 -0.5314 5.1690 0.055 0.019 -0.069
H 1.7515 3.8824 5.0005 0.133 0.001 -0.099
H 3.3791 -1.9733 1.6519 0.045 -0.012 -0.190
H -0.2441 2.8802 3.8296 -0.064 -0.011 0.079
H 0.1547 -0.7430 -3.5945 0.134 0.134 -0.002
H 2.6090 1.8766 0.0355 0.053 -0.064 -0.061
H -2.1110 0.2343 -1.6304 -0.128 0.070 -0.086
H 2.4373 1.7733 -3.6332 -0.006 -0.010 0.164
H -2.1446 2.1332 3.6651 0.076 0.056 0.121
H 2.3654 -7.3430 -2.6543 0.000 -0.075 -0.012
H -1.6245 3.7849 -2.9824 -0.062 0.022 0.021
H 1.2930 -3.2020 -2.9143 -0.047 0.050 -0.002
H -2.4704 2.2124 -0.5017 -0.091 -0.041 -0.016
H -3.2865 2.2517 -2.0801 0.090 0.022 0.131
H 1.7438 5.8645 3.0023 -0.026 -0.015 0.044
H -4.6857 1.4756 4.2688 0.141 -0.126 -0.027
H 1.7568 -0.0457 -2.2507 -0.084 0.095 -0.116
H 3.1791 4.3245 4.0242 -0.118 -0.092 0.078
H -4.0059 -1.5092 2.4633 -0.059 -0.077 -0.086
H -2.1276 4.3691 -1.4024 -0.064 -0.063 -0.107
H 2.6249 -5.1433 -3.7027 0.050 0.011 -0.003
H 3.4811 3.3474 1.8046 0.137 0.036 -0.018
H 0.6012 0.7174 -4.4932 -0.026 -0.040 0.055
H -1.9295 0.1672 -3.8161 -0.018 0.097 0.001
H -2.3798 -1.6413 0.6026 0.073 0.074 -0.120
H 2.5971 2.0198 -1.8923 0.028 -0.041 -0.120
H 4.5252 -2.2499 0.2777 -0.106 0.114 0.087
H 0.3642 3.1188 -3.6716 0.030 0.088 -0.118
H 1.7574 4.0156 -3.0485 -0.040 -0.105 -0.143
H 0.7248 -7.6720 -0.8053 0.031 -0.137 0.028

=====

# 3
75
Properties=species:S:1:pos:R:3:forces:R:3 method="wB97M-V/def2-TZVPD" homo_energy_ev=-8.22 orbital_gap_ev=8.3 e_tot_ev=-130752.2890 spin_multiplicity=1 largest_force_ev_per_a=1.46 e_above_lowest_kcal_mol=13.6
Te -1.0082 -1.0417 -2.3239 -0.699 -0.655 0.021
Ga 0.0807 -0.3311 -0.0673 0.434 0.694 1.214
Si -1.2159 -3.8199 -4.0346 0.007 -0.221 -0.081
Si -3.7645 0.9264 -2.3530 -0.343 0.163 -0.155
F 4.9910 -4.0763 2.7964 -0.119 0.115 -0.051
F 1.2609 -2.6258 0.2225 0.245 -0.354 0.144
F 3.4584 0.3867 3.1041 0.006 -0.233 -0.051
F 3.0309 -4.6128 0.9524 0.001 0.168 0.086
F 5.1770 -1.5692 3.8650 -0.125 -0.052 -0.131
O -1.1361 -1.4431 1.1686 0.619 -0.096 -1.030
O -2.1766 -1.3977 3.1398 -0.105 0.077 0.273
O 0.1174 1.4597 -1.1764 0.246 -0.662 -0.121
O 0.1055 3.6850 -1.0015 0.020 0.321 0.081
O 1.4750 -0.1615 1.2945 -0.903 0.691 -0.533
N 2.0731 -0.4623 -1.3908 -0.503 -0.247 0.113
N -0.8279 1.0826 1.1078 0.012 -0.001 -0.015
C 2.8365 0.6208 -1.3503 0.233 0.306 0.012
C -1.3575 0.6500 2.2332 -0.191 -0.251 0.275
C 2.2711 -1.3403 -2.3660 0.230 -0.201 -0.080
C 2.2488 -2.3896 1.1340 -0.072 0.317 0.005
C -1.6676 1.5400 3.2502 0.013 -0.130 -0.113
C 0.4951 -3.4563 -4.7990 -0.680 -0.149 0.297
C 3.3355 -0.8457 2.5821 -0.183 0.014 -0.154
C -5.5965 0.7192 -2.8509 0.770 0.052 0.213
C -3.6512 2.0410 -0.8185 0.142 -0.435 -0.612
C 2.3056 -1.0847 1.6487 0.783 -0.893 0.269
C -3.0969 -0.8131 -1.9006 0.089 0.682 -0.032
C 3.8058 0.8815 -2.2994 -0.013 -0.199 -0.039
C -1.5847 -0.8678 2.2263 -0.100 0.323 0.230
C -2.7264 1.5857 -3.8095 -0.349 -0.205 0.630
C 4.0344 -0.0361 -3.3212 -0.275 -0.051 0.258
C 3.1283 -3.3922 1.4978 0.105 0.059 0.069
C -0.8603 3.3151 1.8327 0.164 -0.110 -0.241
C -1.6447 -5.6727 -3.9912 0.240 0.729 -0.072
C -1.1402 -3.1897 -2.2371 0.054 0.099 -0.635
C 4.2191 -1.8397 2.9706 -0.091 -0.104 -0.143
C -0.5761 2.3568 0.8722 -0.013 0.277 -0.160
C -2.5541 -2.8430 -4.9808 0.497 -0.331 0.454
C 4.1252 -3.1193 2.4288 -0.116 0.081 -0.057
C -0.0532 2.5704 -0.5557 -0.189 0.239 0.439
C 3.2406 -1.1797 -3.3380 0.033 0.115 0.028
C -1.3957 2.8864 3.0416 0.007 -0.092 -0.130
C 5.1138 0.1883 -4.3242 0.080 -0.022 -0.019
H 5.1309 1.2281 -4.6385 0.048 0.081 -0.087
H -3.5527 -3.1176 -4.6575 -0.209 -0.091 0.127
H -2.6168 2.1495 -0.5060 0.050 0.019 -0.013
H -1.6081 3.6078 3.8158 -0.039 0.052 0.085
H -3.6065 -1.5836 -2.4758 0.083 -0.067 -0.143
H -4.0318 3.0354 -1.0240 -0.107 0.206 -0.098
H -6.1885 0.3641 -2.0134 -0.080 -0.079 0.207
H -2.0212 -3.4447 -1.6540 -0.088 0.136 0.108
H 1.2920 -3.9124 -4.2193 0.132 -0.124 0.168
H 6.0774 -0.0397 -3.8697 0.106 0.014 -0.023
H -2.0996 1.1739 4.1678 -0.035 -0.059 0.049
H -3.2367 -1.0251 -0.8443 0.067 -0.108 0.160
H -2.5026 -3.0173 -6.0499 0.095 -0.062 -0.217
H 1.6454 -2.2279 -2.3430 0.057 0.001 -0.066
H 0.5767 -3.8356 -5.8116 -0.056 -0.064 -0.235
H -2.6929 0.8825 -4.6401 -0.043 -0.140 -0.054
H -6.0141 1.6695 -3.1655 -0.059 0.240 -0.065
H -3.1143 2.5252 -4.1917 -0.110 0.167 0.003
H 2.6597 1.2952 -0.5232 -0.027 0.054 -0.049
H -0.6529 4.3538 1.6276 0.001 0.055 -0.030
H -1.6346 -6.1010 -4.9864 0.003 -0.099 -0.272
H -2.6347 -5.8284 -3.5747 -0.211 0.044 0.087
H -0.2739 -3.5686 -1.7014 0.131 -0.029 0.044
H -2.4287 -1.7755 -4.8099 0.000 0.153 -0.094
H 3.3779 -1.9282 -4.1039 -0.038 -0.095 -0.049
H -4.2102 1.6316 0.0190 -0.117 -0.133 0.081
H 4.3781 1.7941 -2.2491 0.084 0.101 0.078
H -1.7049 1.7636 -3.4766 0.162 0.081 0.024
H -0.9432 -6.2323 -3.3816 0.193 -0.063 0.125
H 4.9927 -0.4516 -5.1933 -0.010 -0.015 -0.092
H 0.6706 -2.3821 -4.8287 0.009 0.140 -0.029
H -5.7249 0.0161 -3.6674 0.050 -0.146 -0.186